Record 1
{"formula": "C3H8OSi", "method": "ωB97M-V with the def2-TZVPD basis set", "species": ["Si", "O", "C", "C", "C", "H", "H", "H", "H", "H", "H", "H", "H"], "xyz": [[2.027, -0.403, 0.099], [2.420, 1.183, 0.141], [-2.287, 0.144, -0.188], [-0.824, 0.390, -0.223], [0.223, -0.566, -0.040], [2.958, 1.436, 0.936], [-2.471, -0.874, 0.045], [-0.543, 1.448, -0.569], [-0.234, -1.483, -0.005], [-2.756, 0.669, 0.645], [2.725, -1.014, -1.126], [-2.733, 0.250, -1.238], [2.604, -0.691, 1.325]], "nbo_charge": [1.47, -1.10, -0.67, -0.07, -0.75, 0.50, 0.21, 0.20, 0.21, 0.23, -0.21, 0.23, -0.24], "largest_force_ev_per_a": 5.56, "e_lumo_ev": 0.85, "smiles": "C/C=C/[SiH2]O", "total_energy_ha": -483.80849}



Record 2
{"formula": "C3H8OSi", "method": "ωB97M-V with the def2-TZVPD basis set", "species": ["Si", "O", "C", "C", "C", "H", "H", "H", "H", "H", "H", "H", "H"], "xyz": [[-0.201, 0.787, 0.515], [2.154, -1.668, -2.046], [1.809, -0.677, -1.400], [-1.469, -0.025, 1.603], [0.356, -0.313, -1.121], [-2.371, 0.551, 1.294], [-1.407, 0.159, 2.693], [2.408, 0.178, -1.026], [-1.625, -1.055, 1.252], [1.109, 0.760, 1.408], [-0.526, 2.050, -0.048], [-0.396, -1.165, -1.276], [0.158, 0.416, -1.847]], "nbo_charge": [1.10, -0.52, 0.44, -1.12, -0.89, 0.24, 0.26, 0.11, 0.26, -0.18, -0.18, 0.24, 0.24], "largest_force_ev_per_a": 4.37, "e_lumo_ev": 0.82, "smiles": "C[SiH2]CC=O", "total_energy_ha": -483.78307}



Record 3
{"formula": "C3H8P2", "method": "ωB97M-V with the def2-TZVPD basis set", "species": ["P", "P", "C", "C", "C", "H", "H", "H", "H", "H", "H", "H", "H"], "xyz": [[3.530, 0.061, -0.483], [-1.917, 0.679, 0.538], [-1.287, 0.814, -0.979], [1.961, 0.441, -0.036], [-1.834, -1.177, 0.671], [1.183, 0.887, -0.632], [4.108, -0.187, 0.782], [-1.305, 1.905, -1.468], [-1.955, -1.572, -0.411], [-0.851, -1.281, 1.133], [-0.732, 0.201, -1.640], [1.670, 0.600, 1.038], [-2.571, -1.371, 1.486]], "nbo_charge": [0.43, 0.72, -0.90, -0.81, -0.96, 0.22, -0.06, 0.22, 0.25, 0.23, 0.21, 0.21, 0.24], "largest_force_ev_per_a": 4.56, "e_lumo_ev": 0.11, "smiles": "C=PC.C=P", "total_energy_ha": -801.67486}



Record 4
{"formula": "C3H8P2", "method": "ωB97M-V with the def2-TZVPD basis set", "species": ["P", "P", "C", "C", "C", "H", "H", "H", "H", "H", "H", "H", "H"], "xyz": [[2.517, 0.230, 0.247], [-1.567, 1.491, -0.059], [1.019, 0.310, -0.540], [-0.281, 0.193, 0.447], [-0.869, -1.251, 0.510], [-1.549, 0.619, -1.256], [-0.358, 2.266, -0.368], [-1.767, -1.331, -0.185], [0.064, 0.537, 1.489], [3.511, -0.034, -0.713], [-0.176, -2.116, 0.548], [-1.459, -1.341, 1.457], [0.916, 0.427, -1.576]], "nbo_charge": [0.39, 0.30, -0.55, -0.51, -0.64, -0.03, -0.01, 0.21, 0.23, -0.05, 0.23, 0.22, 0.20], "largest_force_ev_per_a": 3.49, "e_lumo_ev": 0.08, "smiles": "[H]/P=C/[C@H](C)P", "total_energy_ha": -801.69272}



Record 5
{"formula": "C3H8P2", "method": "ωB97M-V with the def2-TZVPD basis set", "species": ["P", "P", "C", "C", "C", "H", "H", "H", "H", "H", "H", "H", "H"], "xyz": [[1.898, -0.260, -1.019], [-2.242, 1.011, 0.208], [0.559, 0.114, 1.427], [-1.319, 0.229, -0.912], [0.602, -0.751, 0.188], [-1.479, 0.005, -1.969], [-0.460, 0.522, 1.502], [0.247, -1.809, 0.196], [-3.254, 1.435, -0.636], [2.627, 0.551, -0.180], [1.188, 1.026, 1.407], [1.202, 0.936, -1.182], [0.942, -0.342, 2.359]], "nbo_charge": [0.30, 0.36, -0.70, -0.63, -0.34, 0.19, 0.23, 0.23, -0.03, -0.04, 0.22, -0.01, 0.23], "largest_force_ev_per_a": 2.63, "e_lumo_ev": [-0.12, -0.12], "total_energy_ha": -801.60196}



Record 6
{"formula": "C3H8S", "method": "ωB97M-V with the def2-TZVPD basis set", "species": ["S", "C", "C", "C", "H", "H", "H", "H", "H", "H", "H", "H"], "xyz": [[1.153, 0.475, -1.528], [0.052, -0.439, 1.733], [-1.342, -0.552, -0.351], [-1.202, 0.095, 1.022], [-1.164, -1.625, -0.333], [0.262, 0.132, 2.635], [0.882, -0.230, 1.059], [-0.562, -0.155, -1.060], [-2.074, -0.045, 1.658], [-1.058, 1.165, 0.884], [0.048, -1.505, 1.953], [-2.311, -0.351, -0.819]], "nbo_charge": [-0.17, -0.61, -0.46, -0.42, 0.22, 0.21, 0.22, 0.14, 0.21, 0.21, 0.20, 0.23], "largest_force_ev_per_a": 1.00, "e_lumo_ev": -2.83, "total_energy_ha": -517.15335}



Record 7
{"formula": "C3H8S", "method": "ωB97M-V with the def2-TZVPD basis set", "species": ["S", "C", "C", "C", "H", "H", "H", "H", "H", "H", "H", "H"], "xyz": [[1.398, 0.492, -1.897], [-0.526, -1.123, -0.389], [0.468, -0.095, 0.100], [-0.351, 0.990, 0.631], [2.665, 0.460, -1.393], [-0.349, 0.819, 1.641], [-0.831, -0.973, -1.381], [-1.434, -1.049, 0.189], [-0.283, -2.237, -0.392], [-1.321, 0.925, 0.283], [1.433, -0.565, 0.511], [0.096, 1.897, 0.312]], "nbo_charge": [-0.30, -0.67, -0.06, -0.67, 0.13, 0.22, 0.23, 0.20, 0.22, 0.21, 0.24, 0.24], "largest_force_ev_per_a": 5.11, "e_lumo_ev": 0.61, "total_energy_ha": -517.21205}



Record 8
{"formula": "C3H8S2", "method": "ωB97M-V with the def2-TZVPD basis set", "species": ["S", "S", "C", "C", "C", "H", "H", "H", "H", "H", "H", "H", "H"], "xyz": [[-0.943, -0.517, -0.214], [1.116, -0.393, -0.451], [-1.306, 1.154, 0.374], [-0.930, 2.277, -0.550], [1.699, -1.419, 0.904], [2.729, -1.114, 1.110], [-2.391, 1.124, 0.520], [1.694, -2.487, 0.718], [-1.213, 3.215, -0.062], [-0.878, 1.253, 1.368], [-1.455, 2.248, -1.506], [0.153, 2.351, -0.631], [1.124, -1.197, 1.800]], "nbo_charge": [0.09, 0.08, -0.53, -0.63, -0.75, 0.23, 0.22, 0.22, 0.21, 0.21, 0.22, 0.22, 0.22], "largest_force_ev_per_a": 0.92, "e_lumo_ev": 0.78, "smiles": "CCSSC", "total_energy_ha": -915.47367}